1.
DFT (wB97M-V/def2-TZVPD) results for a 2-piece molecular cluster, C4H11NO2 overall at a distorted geometry.

```
18
Properties=species:S:1:pos:R:3
C 0.70 1.00 -0.07
N -0.41 0.47 -0.80
C -0.19 -0.99 -0.94
C -1.43 -1.66 -1.76
C -1.13 -3.13 -1.83
O -1.39 -3.94 -1.01
H 0.16 1.53 0.72
H 1.29 1.75 -0.60
H 1.40 0.24 0.33
H -0.67 0.81 -1.75
H -0.32 -1.44 0.07
H 0.80 -1.25 -1.41
H -2.35 -1.52 -1.27
H -1.61 -1.01 -2.69
H -0.53 -3.28 -2.78
O 2.15 3.97 4.98
H 2.35 4.25 5.90
H 1.18 4.19 4.89
```

Summary:
**Energy above the lowest of the compared OMol25 structures with the same formula, charge and spin**: 61.4 kcal per mole
**Highest occupied orbital energy**: -8.910 eV
**Max |F|**: 4.32 eV/Å
**Total charge**: 0
**SMILES string**: CNCCC=O.O

---

2.
DFT (wB97M-V/def2-TZVPD) results for C28H49Br2ClCsFMgN5O15S as an isolated structure at a distorted geometry.

```
104
Properties=species:S:1:pos:R:3
C 0.27 3.60 5.72
C 0.26 2.40 4.80
O -1.06 2.25 4.28
C -1.39 1.15 3.43
C -0.27 0.28 3.04
C -0.54 -0.94 2.17
C 0.80 -1.53 1.76
C 1.70 -0.35 1.52
N 2.91 -0.56 0.84
C 3.79 0.54 0.98
N 4.84 0.57 1.69
N 3.46 1.75 0.26
C -2.65 0.53 4.02
C -2.67 -0.08 5.40
C -2.43 0.77 6.64
C -2.86 -0.02 7.87
Br -3.41 2.45 6.64
O -3.73 1.40 3.63
C -3.51 1.62 2.32
O -4.35 1.64 1.44
C -2.01 1.80 2.18
F -1.52 1.40 0.93
S -1.57 3.60 2.08
C -2.41 4.52 3.30
O -0.12 3.68 2.17
O -2.10 3.98 0.80
H -0.74 3.85 6.01
H 0.76 4.44 5.25
H 0.83 3.37 6.61
H 0.51 1.52 5.39
H 0.98 2.54 4.00
H 0.36 0.98 2.49
H 0.32 -0.07 3.88
H -1.12 -1.65 2.75
H -1.09 -0.73 1.26
H 0.68 -2.06 0.82
H 1.24 -2.25 2.45
H 1.03 0.32 0.87
H 1.87 0.16 2.47
H 3.32 -1.38 1.29
H 5.01 -0.34 2.15
H 3.34 1.59 -0.76
H 2.65 2.28 0.64
H -2.81 -0.34 3.38
H -1.89 -0.84 5.39
H -3.62 -0.59 5.53
H -1.39 1.01 6.76
H -2.66 -1.07 7.74
H -2.38 0.37 8.75
H -3.92 0.12 8.02
H -1.67 4.92 3.96
H -2.91 5.32 2.78
H -3.13 3.92 3.85
Mg 0.77 2.05 0.53
O 1.84 0.12 -3.52
Cl 2.75 1.24 -3.70
O 3.75 0.91 -4.67
O 3.41 1.49 -2.42
O 2.02 2.41 -4.08
C 3.77 -2.54 3.70
O 4.23 -2.03 2.64
N 2.88 -3.52 3.73
N 4.16 -2.07 4.92
H 2.44 -3.92 4.72
H 2.62 -3.91 2.84
H 4.84 -1.33 4.95
H 3.82 -2.48 5.77
C 3.87 -3.63 -7.56
O 2.82 -3.91 -6.68
C 2.59 -2.89 -5.69
C 1.24 -2.21 -5.78
O 0.87 -1.56 -7.00
C 0.81 -2.31 -8.18
C -0.15 -3.50 -8.26
O 0.07 -4.50 -7.31
C -0.96 -4.71 -6.35
H 4.74 -4.27 -7.32
H 3.54 -3.89 -8.56
H 4.18 -2.58 -7.55
H 3.40 -2.16 -5.68
H 2.61 -3.39 -4.72
H 1.26 -1.42 -5.03
H 0.44 -2.88 -5.47
H 1.82 -2.60 -8.47
H 0.49 -1.60 -8.96
H 0.01 -3.98 -9.24
H -1.19 -3.15 -8.25
H -1.66 -3.88 -6.31
H -0.50 -4.82 -5.36
H -1.50 -5.64 -6.57
Br 2.20 -4.79 6.32
Cs 3.03 -3.46 -10.33
C -5.04 2.86 -1.74
C -3.73 2.97 -1.54
C -2.79 3.07 -2.68
O -1.58 3.16 -2.50
C -3.35 3.05 -4.05
C -4.66 2.94 -4.25
C -5.61 2.84 -3.11
O -6.80 2.74 -3.30
H -5.74 2.78 -0.92
H -3.30 2.99 -0.55
H -2.63 3.13 -4.86
H -5.09 2.93 -5.24
```

Summary:
**Highest occupied orbital energy**: -8.789 eV
**Max |F|**: 5.05 eV/Å
**Total charge**: +1

---

3.
DFT (wB97M-V/def2-TZVPD) results for an isolated molecule of C4H2ClFS.

```
9
Properties=species:S:1:pos:R:3
F 1.88 -2.11 0.00
C 1.05 -1.06 0.00
C -0.30 -1.18 0.00
S -1.06 0.36 0.00
C 0.46 1.16 0.00
C 1.50 0.28 0.00
Cl 3.15 0.73 0.00
H -0.88 -2.08 0.00
H 0.50 2.23 0.00
```

Summary:
**Energy above the lowest of the compared OMol25 structures with the same formula, charge and spin**: 0.0 kcal per mole
**Highest occupied orbital energy**: -9.328 eV
**Max |F|**: 0.45 eV/Å
**Total charge**: 0
**SMILES string**: Fc1cscc1Cl

---

4.
DFT (wB97M-V/def2-TZVPD) results for a 3-piece molecular cluster, C19H38BINO7 overall at a distorted geometry.

```
67
Properties=species:S:1:pos:R:3
C -0.53 -3.65 -0.65
O 0.08 -2.34 -0.51
B 0.72 -1.97 -1.64
O 1.71 -2.80 -2.16
C 0.39 -0.63 -2.45
N 1.41 0.17 -2.86
C 1.26 1.30 -3.54
C 2.51 2.10 -3.88
O 2.17 3.47 -3.89
C 2.55 4.13 -2.70
O 3.92 4.39 -2.70
C 4.66 3.74 -1.67
C 5.90 3.09 -2.29
O 5.81 1.65 -2.19
C 0.01 1.70 -3.89
C -1.06 0.94 -3.50
C -0.87 -0.22 -2.76
C -2.11 -0.99 -2.34
C -3.12 -0.01 -1.70
C -2.53 0.69 -0.47
I -2.34 2.82 -0.71
H -1.47 -3.66 -0.12
H -0.75 -3.87 -1.69
H 0.13 -4.43 -0.28
H 2.58 -2.38 -2.18
H 2.36 -0.10 -2.61
H 2.92 1.80 -4.84
H 3.23 1.90 -3.08
H 2.22 3.58 -1.81
H 2.02 5.08 -2.70
H 4.97 4.44 -0.89
H 4.11 2.94 -1.18
H 6.83 3.48 -1.87
H 5.91 3.34 -3.35
H 5.99 1.31 -3.07
H -0.16 2.59 -4.46
H -2.05 1.26 -3.79
H -1.89 -1.72 -1.57
H -2.57 -1.49 -3.19
H -3.57 0.66 -2.42
H -3.93 -0.65 -1.33
H -1.58 0.25 -0.18
H -3.22 0.56 0.35
C -2.95 -3.58 2.65
C -3.24 -2.09 2.57
C -4.43 -1.71 3.43
O -3.50 -1.71 1.21
H -3.81 -4.16 2.29
H -2.10 -3.84 2.02
H -2.74 -3.88 3.67
H -2.36 -1.53 2.89
H -5.34 -2.22 3.10
H -4.63 -0.64 3.36
H -4.25 -1.96 4.48
H -4.27 -2.20 0.91
C 0.79 -1.22 5.70
C -0.23 -0.53 4.81
C 0.10 0.95 4.64
O -1.54 -0.67 5.35
H 0.78 -0.78 6.70
H 0.53 -2.28 5.81
H 1.80 -1.15 5.29
H -0.24 -1.01 3.83
H 0.08 1.46 5.61
H -0.63 1.44 4.00
H 1.09 1.09 4.20
H -1.54 -0.25 6.22
```

Summary:
**Highest occupied orbital energy**: -11.842 eV
**Max |F|**: 1.72 eV/Å
**Total charge**: +1

---

5.
DFT (wB97M-V/def2-TZVPD) results for a 2-piece molecular cluster, CH4INOS overall at a distorted geometry.

```
9
Properties=species:S:1:pos:R:3
C 0.35 -0.91 -0.52
N 0.16 1.53 1.12
O 1.98 1.16 -0.43
S 0.51 1.07 -0.25
I -3.25 -0.72 0.22
H 0.35 -1.39 0.51
H -0.59 -0.97 -0.98
H 1.19 -1.19 -1.19
H -0.70 1.42 1.52
```

Summary:
**Energy above the lowest of the compared OMol25 structures with the same formula, charge and spin**: 61.9 kcal per mole
**Highest occupied orbital energy (spin up / spin down)**: -10.195 / -8.998 eV
**Max |F|**: 3.82 eV/Å
**Total charge**: 0

---

6.
DFT (wB97M-V/def2-TZVPD) results for C20H17AgF2N5 as an isolated structure.

```
45
Properties=species:S:1:pos:R:3
Ag -0.87 -0.48 -0.21
F -3.79 3.82 -2.17
C -2.57 3.22 -2.10
C -2.46 1.96 -1.56
C -1.22 1.31 -1.47
C -0.09 2.00 -1.96
C -0.27 3.28 -2.48
F 0.78 4.02 -2.95
C -1.49 3.92 -2.56
C 1.27 1.34 -1.93
C 2.46 1.89 -2.44
C 3.63 1.16 -2.36
C 3.63 -0.10 -1.79
C 2.42 -0.57 -1.32
N 1.29 0.12 -1.39
H -3.36 1.48 -1.21
H -1.57 4.92 -2.97
H 2.46 2.86 -2.90
H 4.55 1.59 -2.75
H 4.53 -0.70 -1.72
H 2.34 -1.56 -0.88
C -0.48 -1.22 1.89
C 0.25 -0.08 2.45
C -0.39 0.96 3.15
C 0.30 2.06 3.63
C 1.68 2.18 3.45
C 2.34 1.15 2.78
C 1.65 0.05 2.31
H -1.39 -1.44 2.45
H 0.16 -2.11 1.83
H -1.46 0.90 3.29
H -0.24 2.84 4.14
H 2.22 3.04 3.82
H 3.41 1.21 2.63
H 2.19 -0.73 1.78
N -3.32 -5.61 0.54
C -2.43 -4.66 0.10
N -1.63 -4.11 1.06
N -2.41 -4.35 -1.16
C -1.49 -3.39 -1.40
N -0.73 -2.53 -1.45
H -2.99 -6.20 1.28
H -3.74 -6.12 -0.23
H -2.04 -4.04 1.98
H -1.15 -3.26 0.77
```

Summary:
**Energy above the lowest of the compared OMol25 structures with the same formula, charge and spin**: 2.1 kcal per mole
**Highest occupied orbital energy**: -3.191 eV
**Max |F|**: 0.92 eV/Å
**Total charge**: -1

---

7.
DFT (wB97M-V/def2-TZVPD) results for C27H32F8IrN4SSe as an isolated structure.

```
74
Properties=species:S:1:pos:R:3
Ir -0.27 -0.13 0.17
C -3.53 1.16 0.94
C -2.12 1.39 1.40
C -1.64 0.88 2.62
C -0.58 1.49 3.28
C -0.17 1.04 4.65
C 0.07 2.58 2.67
C -0.24 2.95 1.38
C 0.50 4.03 0.66
C -1.31 2.30 0.72
H -4.13 1.99 1.33
H -3.96 0.25 1.32
H -3.62 1.20 -0.14
H -2.23 0.14 3.15
H -0.69 1.62 5.40
H 0.90 1.18 4.81
H -0.41 -0.01 4.81
H 0.87 3.08 3.20
H -0.15 4.91 0.53
H 0.79 3.70 -0.34
H 1.39 4.35 1.20
H -1.66 2.73 -0.22
C 5.58 0.21 1.88
N 4.17 -0.19 1.73
C 3.62 -0.85 2.91
C 3.42 0.29 0.74
S 1.78 0.77 1.16
N 3.99 0.55 -0.44
C 3.50 1.55 -1.38
C 5.15 -0.21 -0.91
H 5.70 0.60 2.89
H 5.84 0.99 1.17
H 6.25 -0.64 1.75
H 4.42 -1.43 3.36
H 2.82 -1.52 2.63
H 3.26 -0.13 3.64
H 2.86 2.27 -0.87
H 2.96 1.08 -2.20
H 4.36 2.07 -1.80
H 5.23 -1.14 -0.36
H 6.08 0.35 -0.82
H 4.99 -0.44 -1.96
F -6.35 -3.09 -1.74
C -5.77 -3.28 -0.56
F -6.62 -2.90 0.40
F -5.52 -4.58 -0.41
C -4.48 -2.49 -0.44
C -3.75 -2.55 0.73
C -2.59 -1.83 0.83
N -2.13 -1.05 -0.17
C -2.84 -1.00 -1.30
C -4.02 -1.70 -1.48
H -4.07 -3.17 1.56
H -1.98 -1.87 1.73
H -2.46 -0.38 -2.10
H -4.55 -1.63 -2.41
F -0.48 -2.99 -0.03
C 0.49 -2.05 0.11
F 1.02 -2.27 1.35
C 1.53 -2.47 -0.95
F 2.03 -3.66 -0.67
F 2.55 -1.60 -1.02
F 0.95 -2.51 -2.15
Se 0.31 0.71 -1.90
C -0.80 0.30 -3.41
C -1.77 1.23 -3.78
C -2.45 1.00 -4.96
N -2.21 -0.05 -5.75
C -1.27 -0.91 -5.39
C -0.52 -0.78 -4.22
H -1.99 2.10 -3.18
H -3.22 1.69 -5.29
H -1.09 -1.74 -6.06
H 0.25 -1.51 -3.99
```

Summary:
**Highest occupied orbital energy (spin up / spin down)**: -14.582 / -14.636 eV
**Spin multiplicity**: 2
**Max |F|**: 0.59 eV/Å
**Total charge**: +2

---

8.
DFT (wB97M-V/def2-TZVPD) results for an isolated molecule of C4H6O2 at a distorted geometry.

```
12
Properties=species:S:1:pos:R:3
C 1.24 -0.02 -0.94
C -0.18 0.21 -0.54
C -0.86 -0.67 0.44
C -0.77 0.53 1.44
O -1.17 0.55 2.56
O -0.16 1.44 0.69
H 1.33 -0.69 -1.81
H 1.80 -0.46 -0.10
H 1.66 0.95 -1.18
H -0.81 0.67 -1.30
H -1.91 -0.91 0.24
H -0.30 -1.53 0.80
```

Summary:
**Energy above the lowest of the compared OMol25 structures with the same formula, charge and spin**: 26.6 kcal per mole
**Highest occupied orbital energy**: -9.994 eV
**Max |F|**: 2.58 eV/Å
**Total charge**: 0
**SMILES string**: C[C@H]1CC(=O)O1

---

Question: The highest total charge belongs to which entry?
Answer: C27H32F8IrN4SSe